{
  "formula": "C27H31AuINP2Si",
  "method": "ωB97M-V with the def2-TZVPD basis set",
  "homo_lumo_gap_ev": 7.519,
  "molar_mass_g_mol": 783.5,
  "lumo_energy_ev": 0.29,
  "relative_energy_ev": 0.6388,
  "spin_multiplicity": 1,
  "homo_ha": -0.2658,
  "symbols": ["Au", "C", "P", "C", "C", "C", "C", "C", "C", "C", "P", "C", "C", "H", "H", "H", "H", "H", "H", "H", "H", "H", "H", "H", "H", "H", "H", "H", "H", "C", "C", "C", "C", "C", "C", "Si", "C", "C", "C", "C", "C", "C", "H", "H", "H", "H", "H", "H", "H", "H", "H", "H", "H", "I", "C", "C", "C", "C", "N", "C", "H", "H", "H", "H"],
  "coordinates": [[-0.734, 0.271, 0.393], [-0.313, 4.597, 1.518], [-0.310, 3.084, 0.477], [-1.272, 3.690, -0.959], [1.422, 3.173, -0.168], [1.763, 4.157, -1.100], [3.036, 4.245, -1.631], [4.013, 3.351, -1.213], [3.691, 2.389, -0.273], [2.402, 2.273, 0.253], [2.023, 0.921, 1.457], [3.324, 1.243, 2.718], [2.794, -0.513, 0.610], [-0.008, 5.469, 0.935], [0.365, 4.482, 2.363], [-1.318, 4.762, 1.908], [-1.053, 4.722, -1.233], [-2.329, 3.625, -0.697], [-1.102, 3.043, -1.819], [1.014, 4.867, -1.426], [3.266, 5.008, -2.363], [5.017, 3.408, -1.610], [4.463, 1.704, 0.055], [4.327, 1.282, 2.288], [3.292, 0.438, 3.454], [3.127, 2.181, 3.236], [3.839, -0.360, 0.341], [2.222, -0.775, -0.281], [2.731, -1.360, 1.297], [-4.698, -3.676, -1.533], [-5.279, -2.988, -0.479], [-4.482, -2.311, 0.435], [-3.095, -2.302, 0.320], [-2.532, -2.999, -0.752], [-3.316, -3.681, -1.667], [-1.993, -1.324, 1.510], [-0.913, -2.586, 2.424], [0.262, -3.070, 1.848], [1.050, -4.014, 2.485], [0.684, -4.489, 3.737], [-0.474, -4.015, 4.335], [-1.262, -3.080, 3.680], [-5.318, -4.205, -2.246], [-6.357, -2.977, -0.367], [-4.954, -1.781, 1.255], [-1.454, -2.997, -0.879], [-2.851, -4.215, -2.488], [-2.953, -0.814, 2.531], [0.566, -2.689, 0.878], [1.953, -4.380, 2.011], [1.298, -5.223, 4.244], [-0.764, -4.378, 5.313], [-2.167, -2.724, 4.159], [-2.696, -1.219, -4.931], [-1.062, -0.340, -4.001], [0.114, -0.078, -4.690], [1.164, 0.496, -3.994], [1.004, 0.784, -2.648], [-0.124, 0.531, -1.985], [-1.136, -0.024, -2.654], [0.206, -0.325, -5.739], [2.104, 0.717, -4.480], [1.809, 1.238, -2.084], [-2.025, -0.245, -2.076]],
  "lowdin_charge": [0.401, -0.275, 0.836, -0.298, -0.412, -0.102, -0.078, -0.079, -0.111, -0.418, 0.852, -0.289, -0.297, 0.040, 0.037, 0.039, 0.030, 0.040, 0.023, 0.090, 0.105, 0.105, 0.090, 0.032, 0.038, 0.035, 0.032, 0.019, 0.028, -0.106, -0.099, -0.123, -0.356, -0.137, -0.118, 0.466, -0.346, -0.145, -0.103, -0.104, -0.099, -0.117, 0.096, 0.097, 0.087, 0.089, 0.094, -0.049, 0.068, 0.097, 0.096, 0.097, 0.091, 0.906, -0.719, -0.128, -0.046, -0.128, -0.014, -0.233, 0.100, 0.110, 0.091, 0.075]
}

***

{
  "formula": "C27H31Br2IrN4O2Te",
  "method": "ωB97M-V with the def2-TZVPD basis set",
  "homo_lumo_gap_ev": 6.115,
  "molar_mass_g_mol": 923.2,
  "lumo_energy_ev": -6.86,
  "charge": 2,
  "spin_multiplicity": 1,
  "homo_ha": -0.4768,
  "symbols": ["Ir", "Br", "C", "C", "C", "N", "C", "C", "C", "C", "C", "Br", "C", "C", "N", "H", "H", "H", "H", "H", "H", "C", "C", "C", "C", "C", "C", "Te", "C", "C", "C", "H", "H", "H", "H", "H", "H", "H", "H", "H", "H", "H", "N", "C", "N", "C", "C", "O", "C", "C", "H", "H", "H", "H", "H", "H", "H", "H", "C", "C", "C", "O", "H", "H", "H", "H", "H", "H"],
  "coordinates": [[-0.412, -1.453, -0.618], [-2.207, -0.268, 5.648], [-1.681, -0.547, 3.881], [-0.776, 0.310, 3.273], [-0.405, 0.056, 1.970], [-0.899, -0.972, 1.271], [-1.816, -1.786, 1.847], [-2.204, -1.613, 3.160], [-2.360, -2.843, 0.965], [-3.347, -3.725, 1.352], [-3.805, -4.669, 0.442], [-5.147, -5.865, 0.928], [-3.250, -4.703, -0.830], [-2.277, -3.782, -1.153], [-1.830, -2.868, -0.282], [-0.370, 1.163, 3.797], [0.286, 0.700, 1.449], [-2.915, -2.279, 3.624], [-3.770, -3.683, 2.344], [-3.577, -5.422, -1.566], [-1.840, -3.749, -2.138], [-1.028, 5.058, 2.202], [-1.377, 3.866, 1.358], [-2.467, 3.056, 1.666], [-2.810, 1.955, 0.892], [-4.027, 1.164, 1.299], [-2.020, 1.649, -0.235], [-2.484, -0.053, -1.389], [-0.958, 2.490, -0.608], [-0.159, 2.347, -1.878], [-0.642, 3.564, 0.219], [-1.690, 5.144, 3.062], [-1.112, 5.976, 1.620], [-0.001, 4.997, 2.565], [-3.077, 3.299, 2.529], [-4.414, 1.529, 2.249], [-3.808, 0.102, 1.399], [-4.827, 1.247, 0.562], [-0.368, 1.425, -2.417], [0.911, 2.396, -1.670], [-0.392, 3.179, -2.545], [0.183, 4.210, -0.064], [1.275, -0.327, -0.651], [2.311, 0.182, -0.525], [3.459, 0.753, -0.374], [4.532, 0.651, -1.389], [5.842, 0.373, -0.670], [6.076, 1.351, 0.319], [5.098, 1.309, 1.334], [3.734, 1.660, 0.764], [4.585, 1.600, -1.926], [4.285, -0.148, -2.087], [6.668, 0.424, -1.376], [5.822, -0.628, -0.221], [5.383, 2.040, 2.088], [5.069, 0.314, 1.797], [3.731, 2.685, 0.388], [2.946, 1.543, 1.507], [0.274, -3.180, -4.650], [0.650, -2.378, -3.459], [1.996, -1.737, -3.422], [-0.164, -2.251, -2.540], [0.248, -2.514, -5.518], [-0.693, -3.658, -4.529], [1.052, -3.917, -4.857], [2.509, -1.836, -4.374], [2.592, -2.227, -2.647], [1.887, -0.685, -3.164]],
  "lowdin_charge": [0.982, 0.888, -0.657, -0.060, -0.095, -0.093, -0.199, -0.029, -0.200, -0.021, -0.656, 0.893, -0.051, -0.085, -0.133, 0.124, 0.102, 0.118, 0.117, 0.124, 0.109, -0.031, -0.247, -0.009, -0.322, -0.075, -0.510, 1.206, -0.325, -0.089, -0.015, 0.082, 0.095, 0.086, 0.125, 0.087, 0.038, 0.087, -0.001, 0.067, 0.100, 0.130, 0.042, -0.200, -0.051, -0.073, -0.173, -0.100, -0.174, -0.075, 0.143, 0.123, 0.142, 0.136, 0.142, 0.136, 0.141, 0.129, 0.026, -0.407, -0.001, -0.182, 0.120, 0.094, 0.115, 0.102, 0.107, 0.080]
}

***

{
  "formula": "C27H31BrClGe2O5SZr",
  "method": "ωB97M-V with the def2-TZVPD basis set",
  "homo_lumo_gap_ev": [6.771, 5.256],
  "molar_mass_g_mol": 819.4,
  "lumo_energy_ev": [-6.73, -8.31],
  "charge": 2,
  "spin_multiplicity": 2,
  "s_squared": 0.7543,
  "homo_ha": [-0.4962, -0.4987],
  "symbols": ["Zr", "Br", "C", "C", "C", "C", "C", "C", "C", "C", "C", "C", "H", "H", "H", "H", "H", "H", "O", "Cl", "O", "O", "O", "C", "S", "C", "O", "H", "H", "H", "H", "H", "H", "C", "Ge", "C", "C", "Ge", "C", "C", "C", "C", "C", "C", "C", "C", "C", "C", "C", "C", "H", "H", "H", "H", "H", "H", "H", "H", "H", "H", "H", "H", "H", "H", "H", "H", "H", "H", "H"],
  "coordinates": [[-0.383, 0.848, 0.127], [2.280, 1.048, 0.839], [2.380, 2.958, 0.651], [3.400, 3.627, 1.242], [3.524, 5.008, 0.959], [2.663, 5.607, 0.086], [1.605, 4.881, -0.519], [0.738, 5.480, -1.470], [-0.225, 4.741, -2.092], [-0.424, 3.390, -1.729], [0.354, 2.752, -0.784], [1.417, 3.515, -0.206], [4.107, 3.130, 1.893], [4.325, 5.570, 1.419], [2.793, 6.650, -0.175], [0.876, 6.527, -1.714], [-0.852, 5.192, -2.851], [-1.218, 2.851, -2.234], [0.140, 0.348, 2.987], [-1.116, 0.968, 2.698], [-1.876, 1.368, 3.803], [-0.797, 2.135, 1.768], [-1.845, 0.064, 1.771], [-4.831, 1.121, -0.183], [-3.375, 2.008, 0.287], [-3.645, 3.534, -0.564], [-2.248, 1.289, -0.568], [-5.679, 1.620, 0.289], [-4.734, 0.108, 0.204], [-4.919, 1.125, -1.269], [-4.529, 3.992, -0.116], [-3.794, 3.334, -1.624], [-2.773, 4.166, -0.398], [3.507, -2.113, 2.230], [1.839, -3.097, 2.121], [0.868, -3.090, 3.800], [2.087, -4.843, 1.338], [0.383, -1.646, 0.673], [1.114, -1.471, -1.205], [1.839, -2.554, -1.690], [2.192, -2.599, -3.034], [1.836, -1.573, -3.903], [1.127, -0.480, -3.434], [0.790, -0.457, -2.090], [-1.260, -2.568, 0.133], [-2.105, -2.123, -0.892], [-3.117, -2.929, -1.381], [-3.295, -4.208, -0.860], [-2.479, -4.660, 0.166], [-1.483, -3.835, 0.676], [4.250, -2.724, 2.745], [3.367, -1.191, 2.794], [3.891, -1.876, 1.237], [1.456, -3.587, 4.572], [-0.089, -3.604, 3.711], [0.691, -2.060, 4.106], [2.456, -5.473, 2.151], [2.846, -4.806, 0.558], [1.173, -5.280, 0.941], [2.115, -3.372, -1.036], [2.752, -3.448, -3.405], [2.113, -1.623, -4.948], [0.855, 0.335, -4.092], [0.232, 0.423, -1.782], [-1.975, -1.149, -1.360], [-3.751, -2.580, -2.186], [-4.073, -4.849, -1.255], [-2.614, -5.654, 0.571], [-0.877, -4.191, 1.501]],
  "lowdin_charge": [1.399, 0.975, -0.509, -0.078, -0.035, 0.003, -0.144, 0.007, -0.056, -0.134, -0.246, -0.238, 0.119, 0.123, 0.128, 0.129, 0.117, 0.090, -0.348, 0.726, -0.154, -0.452, -0.452, -0.196, 1.009, -0.203, -0.659, 0.086, 0.074, 0.083, 0.088, 0.085, 0.066, -0.252, 0.718, -0.229, -0.221, 0.859, -0.367, -0.079, -0.029, -0.039, -0.034, -0.192, -0.351, -0.124, -0.060, -0.046, -0.047, -0.109, 0.039, 0.011, 0.019, 0.039, 0.024, 0.012, 0.044, 0.026, 0.022, 0.084, 0.123, 0.122, 0.124, 0.011, 0.076, 0.114, 0.119, 0.119, 0.072]
}